Formula: C49H38N3O2P2ReSi
Source: the OMol25 dataset
Level of theory: ωB97M-V/def2-TZVPD

Net charge: +3
Spin multiplicity: 2
HOMO (spin up / spin down), eV: -16.5 / -16.5
ΔE to the lowest compared entry with this formula, charge and spin, kJ/mol: 0.0
Strongest force on any atom, eV/A: 0.5
<S²>: 0.766

```
96
C49H38N3O2P2ReSi ωB97M-V/def2-TZVPD
Re 0.0737 -0.1458 -0.3569
C -1.0395 3.2795 -2.0469
Si -0.2106 2.4651 -0.5736
C 1.5255 3.2374 -0.5393
C 1.7981 4.5765 -0.2714
C 3.1139 5.0286 -0.2583
C 4.1775 4.1680 -0.5238
C 3.9381 2.8359 -0.8199
C 2.6173 2.3953 -0.8236
P 2.0783 0.7534 -1.2372
C 1.5609 0.5862 -2.9431
C 0.9473 -0.6170 -3.3221
C 0.3463 -0.7187 -4.5707
C 0.3835 0.3601 -5.4450
C 1.0207 1.5428 -5.0737
C 1.5865 1.6710 -3.8181
C 3.1777 -0.5757 -0.7609
C 3.3980 -0.7955 0.6087
C 4.1809 -1.8669 1.0151
C 4.7437 -2.7101 0.0667
C 4.5311 -2.4888 -1.2947
C 3.7401 -1.4352 -1.7153
C -1.1474 2.9645 0.9836
C -1.7359 4.2210 1.1307
C -2.3383 4.5802 2.3307
C -2.3555 3.6974 3.4056
C -1.7759 2.4458 3.2809
C -1.1963 2.0889 2.0644
P -0.3902 0.5059 1.8670
C -1.5336 -0.8426 2.2581
C -1.0602 -2.1531 2.3824
C -1.9509 -3.2050 2.5217
C -3.3214 -2.9613 2.5273
C -3.7974 -1.6599 2.4051
C -2.9092 -0.6026 2.2685
C 1.0233 0.5246 2.9760
C 1.1446 -0.2864 4.1054
C 2.2366 -0.1293 4.9477
C 3.1927 0.8432 4.6798
C 3.0563 1.6715 3.5707
C 1.9757 1.5176 2.7216
H -0.8316 4.3507 -1.9386
H -0.6033 2.9711 -2.9980
H -2.1230 3.1676 -2.1301
H 0.9955 5.2703 -0.0435
H 3.3165 6.0680 -0.0328
H 5.1926 4.5421 -0.5059
H 4.7554 2.1605 -1.0440
H 1.0358 -1.5028 -2.7002
H -0.1121 -1.6519 -4.8722
H -0.0625 0.2755 -6.4273
H 1.0809 2.3650 -5.7750
H 2.0597 2.6007 -3.5233
H 2.9877 -0.1153 1.3466
H 4.3668 -2.0291 2.0692
H 5.3691 -3.5352 0.3846
H 5.0010 -3.1310 -2.0281
H 3.5934 -1.2583 -2.7720
H -1.7320 4.9308 0.3096
H -2.7930 5.5576 2.4299
H -2.8189 3.9871 4.3399
H -1.7809 1.7561 4.1188
H 0.0062 -2.3508 2.3830
H -1.5778 -4.2142 2.6475
H -4.0158 -3.7826 2.6529
H -4.8626 -1.4655 2.4444
H -3.2864 0.4119 2.2010
H 0.3848 -1.0154 4.3511
H 2.3290 -0.7530 5.8271
H 4.0342 0.9694 5.3481
H 3.7858 2.4491 3.3801
H 1.8576 2.1847 1.8678
O -5.0110 -5.5456 -2.2210
N -3.8597 -5.4915 -1.8813
O -3.1368 -6.4392 -1.6713
C -3.3071 -4.1284 -1.6134
C -4.1732 -3.1109 -1.7379
C -3.7814 -1.7619 -1.5038
C -4.7023 -0.6997 -1.5674
C -4.2634 0.5564 -1.2479
C -2.9240 0.7492 -0.9161
N -2.0062 -0.2167 -0.9159
C -2.4593 -1.4876 -1.1688
C -1.5533 -2.5717 -1.0305
N -0.3016 -2.2331 -0.6401
C 0.6164 -3.1781 -0.4488
C 0.3244 -4.5179 -0.6439
C -0.9416 -4.8888 -1.0319
C -1.9373 -3.9058 -1.2348
H -5.1942 -3.3299 -2.0252
H -5.7337 -0.8862 -1.8456
H -4.9285 1.4094 -1.2490
H -2.6022 1.7410 -0.6374
H 1.6043 -2.8517 -0.1371
H 1.0928 -5.2622 -0.4855
H -1.1796 -5.9289 -1.1792
```